[1]
162
Properties=species:S:1:pos:R:3 method="wB97M-V/def2-TZVPD" homo_energy_ev="0.5 / -6.9" multiplicity=2 homo_lumo_gap_ha="0.0453 / 0.3127" charge=-1 de_lowest_kj_mol=0.00
O 0.25061 0.89122 0.42518
O 2.30707 -3.34404 1.54876
O -1.01450 -3.03647 3.81332
O -4.14538 -2.38585 -4.21176
O -4.27565 2.27585 4.66722
O 6.09761 2.30494 -1.25553
O 2.01658 3.34812 1.54323
O 3.83357 -5.13973 4.32948
O 4.20896 -0.86376 6.19270
O -4.23034 -1.34662 3.75128
O -1.75497 2.28260 3.24660
O -4.92486 2.54478 -4.02584
O -6.30174 -2.07009 -2.77164
O -0.67409 4.81041 1.92630
O -0.26814 -4.12970 1.29393
O 5.27855 -4.56477 -3.37825
O -2.12918 1.97265 -3.42488
O 1.34636 -3.71259 -1.19635
N -3.77019 3.46038 -6.32655
N 1.22027 1.29856 7.21915
N -2.46828 0.07625 1.41852
N -3.07294 4.70942 -3.08384
N 3.79715 0.72981 -0.46378
N 3.53505 -1.97507 -1.31177
C -1.83528 2.51219 4.62282
C -2.93821 -1.65361 4.10404
C 5.44204 -3.44894 -0.52653
C -5.19463 1.95162 -5.38689
C -0.06727 -3.52012 -1.04456
C 6.42849 -4.00772 -4.03018
C 2.00196 0.21167 6.71044
C -1.51849 0.93760 -4.06827
C 4.01261 1.35605 -1.75681
C 2.77286 -4.53189 3.69260
C -5.08572 1.56452 -3.03465
C -1.24774 3.06623 -3.09649
C 0.41445 5.28729 1.09076
C 4.68958 -2.76988 -1.68101
C -6.15557 -3.30601 -3.62092
C 1.76866 4.74634 1.55703
C 4.28605 -3.70342 -2.81394
C -2.48979 3.62258 -0.99996
C 3.49767 0.11441 7.04500
C 6.82842 3.21759 -0.48872
C -1.90415 -0.51445 0.18772
C -5.27731 2.39553 -7.86956
C -5.05958 2.93887 -6.50767
C -1.94467 4.15044 -2.27793
C 4.01082 -2.20922 6.65841
C 3.34400 -3.55542 2.55467
C -0.78260 0.31926 -0.46176
C -3.11679 -0.67181 -0.76367
C 1.50029 0.15790 5.25448
C 0.90877 -0.13572 1.27214
C -0.75472 -4.44958 -0.03548
C -5.14170 -3.27658 -4.72482
C -3.12430 1.91977 5.23994
C 2.60262 1.60246 -2.33730
C 4.79487 2.66824 -1.57434
C -2.44404 -2.99155 3.72104
H -0.52699 5.27731 2.75212
H 2.58556 2.14508 -3.28248
H -5.74858 3.73424 -6.22349
H 1.69175 -0.54138 0.63146
H 7.20918 4.05096 -1.07916
H 2.95416 -1.62644 -2.06085
H 4.10035 -5.81316 3.69947
H -1.30886 1.13647 -0.95502
H 2.03647 0.67778 -2.44933
H -0.47532 -5.48920 -0.20640
H 2.16020 -5.32236 3.25910
H 0.18270 -0.86898 1.62320
H -4.21743 2.06676 3.73207
H -1.72622 3.32021 -0.28328
H -4.28845 0.83647 -3.18433
H 3.86718 -3.13734 -3.64592
H -1.30741 3.07193 2.93317
H 1.46011 0.29300 2.10898
H 1.23697 2.87402 1.84158
H 4.40052 -2.73166 5.78475
H 3.53469 -4.41662 -2.47493
H 1.37080 1.48038 8.20118
H -6.08731 1.14773 -2.92882
H 3.90729 -2.70513 2.93914
H -2.29133 -0.96630 3.55883
H 0.43096 -0.04821 5.20799
H 6.15018 -3.51850 -4.96361
H 4.77228 3.28487 -2.47287
H -0.64880 0.68822 -3.46037
H -4.95383 3.02074 -8.70177
H 0.20537 5.16709 0.02778
H -2.82825 -3.18256 2.71904
H -1.18123 1.12178 -5.08829
H 4.51418 -2.50502 7.57887
H -3.51799 0.32724 -0.93403
H -2.96170 4.41657 -0.42119
H 5.90989 -2.77269 0.18895
H -3.06966 0.83606 5.13667
H -3.82105 -1.38720 -0.33899
H -4.77470 1.44644 -8.05584
H -3.75850 4.05983 -3.44180
H 2.61222 -2.74087 0.86710
H 3.86792 1.05201 6.63037
H -0.45905 -3.49530 -2.06141
H 0.35194 6.37052 1.19474
H -7.08957 -3.57249 -4.11563
H -0.54950 -3.24075 2.99868
H -2.20897 1.04531 1.30110
H 3.39888 1.42352 0.15287
H 4.87473 -4.24166 -0.03883
H -6.35913 2.30301 -7.96552
H -1.66768 3.53790 4.95134
H -0.39871 2.71007 -2.51304
H 6.35964 -3.88253 -0.92415
H 2.67218 5.20814 1.15893
H 4.76936 0.70994 -0.19084
H -7.19835 -2.15350 -2.43888
H -1.84332 -4.48192 0.00955
H 7.05200 -4.88990 -4.17545
H -0.28129 -0.26206 -1.23561
H -4.52750 1.13651 -5.66730
H -3.15013 2.66387 -6.29194
H -1.73578 -0.16297 2.07145
H 1.60892 -0.61713 7.29927
H 2.08580 2.26327 -1.64137
H 4.33705 3.15013 -0.71046
H -0.92247 3.44926 -4.06374
H -5.98035 -4.15366 -2.95844
H 7.57112 2.73052 0.14316
H -4.59832 -1.95764 -3.48164
H -2.90701 -3.83393 4.23502
H -1.05775 1.94458 5.13405
H 2.93171 -2.36270 6.65101
H -3.67578 3.89323 -5.41890
H -3.13065 2.17218 6.30031
H -4.22962 -1.39499 2.79251
H 2.20703 -3.84817 4.32543
H 6.15503 3.69525 0.22297
H 1.96838 -0.68057 4.73878
H 3.71699 0.02530 8.10898
H -0.18411 -2.48079 -0.73761
H 0.26769 1.03746 7.00816
H -4.55935 -4.16726 -4.96073
H -5.76160 -3.01146 -5.58129
H -3.17574 2.77563 -0.98387
H 1.85825 -2.90114 -1.22968
H -2.13800 0.05894 -4.24785
H -2.79453 -1.47104 5.16900
H 1.80403 1.07428 4.74844
H -1.16733 4.84871 -1.96770
H 3.82709 -1.07019 -0.97120
H 0.67825 -4.14725 1.13380
H 6.92486 -3.22133 -3.46160
H -3.66681 5.22794 -2.45254
H 4.47657 0.68101 -2.47595
H -6.27251 1.79267 -5.35509
H -2.85648 -1.11891 -1.72308
H 4.08363 -4.22153 2.11044
H 1.77168 5.03956 2.60684
H -1.56774 -1.54389 0.31096
H -4.83991 1.85801 -2.01409
H 5.45177 -2.13058 -2.12650


[2]
157
Properties=species:S:1:pos:R:3 method="wB97M-V/def2-TZVPD" homo_energy_ev=-8.3 homo_lumo_gap_ha=0.3146 de_lowest_kj_mol=78.93
O 8.34922 19.42944 10.05789
O 8.60535 18.37420 15.88896
O 17.91109 13.95779 14.86721
O 9.81840 14.89586 10.02576
O 11.26827 9.14148 15.52952
O 13.28812 18.95487 7.57987
O 14.37660 19.25242 11.37655
O 14.73276 12.74279 9.79525
O 8.44682 13.61032 16.40207
O 13.19654 14.52160 13.77800
O 10.78562 18.14926 17.58830
O 8.65013 12.64554 11.39790
O 15.05045 17.31380 15.87084
N 14.04346 17.24049 13.12552
N 15.44841 14.79322 12.23554
N 15.70196 18.21278 9.07006
N 11.19391 14.64007 17.29199
N 8.54486 7.98558 15.04952
C 7.04669 13.40659 16.51052
C 10.65898 13.34018 17.36208
C 18.53215 14.65615 15.86343
C 13.31514 17.85276 8.43391
C 14.75824 15.97337 9.26839
C 11.41723 12.50672 18.41481
C 17.51743 13.54980 12.03232
C 8.59066 17.00377 15.60056
C 12.62719 16.78758 13.35671
C 16.91260 14.68085 14.16977
C 16.75698 18.95148 15.07023
C 14.02797 20.47670 11.90834
C 14.30985 11.36386 9.74752
C 9.12178 13.27600 17.61299
C 8.71063 12.86987 12.81584
C 11.55232 13.45443 9.28198
C 12.52776 15.64569 14.31746
C 9.66049 19.41239 10.71747
C 10.09921 9.91592 15.30602
C 13.29826 13.42246 14.68070
C 16.40652 13.91032 12.96750
C 13.75940 11.03061 11.10744
C 15.35003 18.79914 15.63300
C 11.94584 16.45642 12.02966
C 12.54754 19.83838 17.84863
C 9.07151 8.71772 17.26947
C 12.45715 9.79246 15.15395
C 10.49643 14.48115 8.86127
C 8.88749 9.17140 15.84472
C 12.01485 19.50807 7.36877
C 10.14124 12.90950 13.29613
C 12.24449 18.41300 17.70758
C 7.44364 16.71525 14.63255
C 13.77404 21.43514 10.77443
C 14.71999 17.25949 8.53136
C 9.61879 19.71843 12.17225
H 11.03650 11.49214 18.51583
H 12.66232 10.71798 15.71599
H 13.04999 21.10749 10.03439
H 10.10585 13.15291 14.35464
H 13.43648 22.40140 11.16423
H 10.79697 12.93891 16.35121
H 10.71165 15.13193 16.54846
H 9.44997 18.57771 16.31564
H 9.22558 7.22577 15.06838
H 8.21931 13.80039 13.14385
H 14.55040 17.36189 13.99006
H 6.74140 12.35764 16.62271
H 10.32738 18.69487 18.24004
H 10.05535 18.39702 10.62018
H 12.40416 10.02479 14.08258
H 8.23742 8.16579 14.09977
H 12.23314 13.85600 10.04432
H 15.46824 18.48286 10.02016
H 13.82933 13.67996 15.60872
H 10.28844 10.92106 15.69838
H 7.47381 17.44133 13.82030
H 14.15082 15.15588 8.86545
H 15.53209 17.07467 16.67764
H 12.48302 12.55439 18.17083
H 12.36330 20.34495 16.90007
H 9.78033 7.89034 17.35281
H 11.30600 13.00900 19.38078
H 9.41487 9.52560 17.92621
H 17.95154 14.80000 16.78272
H 8.83174 12.24094 17.90658
H 8.83423 13.94741 18.44220
H 8.89816 19.07730 12.66967
H 11.49040 15.40404 14.61519
H 10.87559 16.24570 12.12459
H 8.41357 16.39422 16.50472
H 15.17271 19.26423 16.60526
H 10.96152 15.30396 8.30097
H 14.56550 19.13458 14.95552
H 11.71071 20.07191 8.26436
H 6.59881 13.84400 15.62124
H 12.37662 12.88176 14.90710
H 12.95566 11.69243 11.42169
H 10.61808 19.57029 12.60759
H 15.15992 10.76864 9.39944
H 10.68313 13.71453 12.78710
H 12.63406 17.86012 18.56795
H 11.14623 12.48573 9.57095
H 14.42983 16.19189 10.28762
H 13.28429 9.11705 15.34261
H 13.50721 11.21690 9.01996
H 13.07672 20.41237 12.46872
H 12.61317 17.09619 8.02414
H 17.08728 19.97022 14.85978
H 15.93604 12.98354 13.34938
H 12.11830 20.21400 6.54678
H 10.03601 10.02500 14.21275
H 16.97842 13.10767 11.18757
H 12.12329 13.24239 8.37624
H 10.61247 11.94331 13.08756
H 8.11001 8.36614 17.63181
H 10.91136 15.14067 18.14964
H 18.24627 12.82253 12.40370
H 17.24180 15.70723 13.90491
H 15.22014 12.97964 8.99895
H 9.73972 14.01854 8.21212
H 10.33924 20.08132 10.17179
H 8.15882 12.01550 13.22498
H 14.57938 11.16039 11.82068
H 14.78362 20.86663 12.61382
H 7.60608 15.73235 14.18503
H 13.58911 19.97731 18.14961
H 9.51710 16.67131 15.09510
H 15.48370 14.49271 11.26462
H 11.92817 20.24008 18.65769
H 11.24636 18.75100 7.13885
H 12.38156 15.58842 11.53248
H 16.87574 18.29573 14.20297
H 12.68037 17.98269 16.81026
H 15.81340 15.72756 9.37653
H 13.13494 15.90820 15.18947
H 18.88019 15.62924 15.49572
H 14.33796 18.53751 12.11143
H 13.96587 12.77226 14.12164
H 14.47881 14.73326 12.53910
H 15.00490 17.04634 7.49622
H 12.10299 17.32475 11.38752
H 9.03461 13.38518 10.88855
H 6.46154 16.78438 15.09758
H 14.63421 16.61009 12.56054
H 15.70193 19.05245 8.50338
H 12.04104 17.57278 13.85885
H 16.05676 14.76158 14.86993
H 9.28842 20.74595 12.27257
H 19.38115 14.01205 16.10252
H 8.01571 9.83958 15.79944
H 17.37568 18.53791 15.86678
H 13.44683 9.99240 11.12328
H 17.97963 14.45046 11.62037
H 6.66700 13.96609 17.37479
H 8.00971 20.30279 10.27489
H 9.23848 15.63799 9.81505
H 12.96577 18.09825 9.44551
H 14.71205 21.61170 10.24908